3 unconnected molecules or ions with the total composition C21H35IN4O2P, computed with ωB97M-V/def2-TZVPD.

Atoms and positions in Å:
1 C 0.45176 2.97136 2.84755
2 C 0.90166 2.39926 1.47328
3 I 1.72259 4.09127 0.34198
4 C -0.26140 1.84236 0.60338
5 C -0.64795 0.36015 0.90750
6 P 0.72330 -0.71795 0.11804
7 O 0.04164 -1.82035 -0.67780
8 C -0.66699 -0.03855 2.41174
9 N -1.91240 0.36751 3.14967
10 C -2.95769 0.90791 2.20967
11 C -4.35657 1.00161 2.87277
12 C -5.37810 1.91076 2.10069
13 N -4.77477 3.11804 1.56848
14 N -6.08371 1.22219 1.01283
15 N -6.41031 2.36031 3.04418
16 C -2.96211 -0.08405 1.01994
17 O -1.82574 0.05448 0.19370
18 H 0.28488 4.05408 2.82617
19 H -0.42658 2.46761 3.28079
20 H 1.28133 2.81927 3.55945
21 H 1.73543 1.68633 1.54425
22 H -1.09584 2.55668 0.66142
23 H 0.08087 1.87225 -0.44428
24 H 1.40798 -1.36438 1.19831
25 H 1.61974 0.07288 -0.64747
26 H -0.58193 -1.13679 2.46531
27 H 0.19924 0.33872 2.97164
28 H -2.32595 -0.49066 3.52203
29 H -1.75434 0.98057 3.94842
30 H -2.63581 1.92287 1.94798
31 H -4.78252 -0.02246 2.86745
32 H -4.27901 1.27180 3.93858
33 H -5.49848 3.67726 1.13869
34 H -4.06548 2.90469 0.87976
35 H -6.21583 0.23426 1.19488
36 H -5.58127 1.34824 0.14747
37 H -6.86987 1.52853 3.39534
38 H -5.97124 2.87910 3.79336
39 H -2.97041 -1.10380 1.46991
40 H -3.88533 -0.02454 0.43730
41 C 4.80141 -0.41230 -1.15123
42 C 4.50536 0.89547 -1.51694
43 C 5.02288 1.42359 -2.69259
44 C 5.83004 0.64008 -3.50729
45 C 6.12315 -0.66857 -3.14355
46 C 5.61246 -1.19409 -1.96391
47 H 4.40055 -0.82358 -0.23146
48 H 3.86975 1.50319 -0.88494
49 H 4.79695 2.44436 -2.97425
50 H 6.23030 1.04932 -4.42589
51 H 6.75085 -1.27891 -3.78002
52 H 5.84556 -2.21202 -1.67849
53 C 0.63199 -4.06056 -4.14569
54 C 0.86092 -3.68292 -2.82795
55 C 2.13972 -3.77578 -2.29373
56 C 3.19075 -4.23630 -3.07798
57 C 2.96152 -4.61005 -4.39630
58 C 1.68161 -4.52616 -4.92931
59 H -0.36500 -3.99162 -4.56284
60 H 0.04839 -3.31961 -2.22089
61 H 2.31697 -3.48817 -1.26442
62 H 4.18853 -4.30422 -2.66154
63 H 3.78048 -4.96761 -5.00791
64 H 1.50207 -4.82234 -5.95528

Values from the calculation:
- Charge: +1
- LUMO: -3.4 eV
- HOMO-LUMO gap: 7.2 eV

C4H7NS2 in the gas phase, computed with ωB97M-V/def2-TZVPD.

Atoms and positions in Å:
1 S 1.07605 0.99434 2.13416
2 C 0.43901 0.63440 0.53519
3 S 0.91309 1.73876 -0.75621
4 C -1.08099 0.41993 0.40406
5 C -1.08383 -0.72649 -0.73199
6 C 0.17036 -1.40388 -0.51587
7 N 1.11574 -0.84475 0.07453
8 H 2.24107 0.35375 1.94033
9 H 2.17650 1.37931 -1.06368
10 H -1.51687 1.27853 -0.06302
11 H -1.64680 0.14213 1.38006
12 H -1.11310 -0.36811 -1.70292
13 H -2.03351 -1.18220 -0.73267
14 H 0.34329 -2.41572 -0.90197

Values from the calculation:
- LUMO: 0.8 eV
- HOMO-LUMO gap: 9.6 eV
- Energy above the lowest of the compared OMol25 structures with the same formula, charge and spin: 135.6 kJ/mol

A molecular structure, C16H48BaO8, computed with ωB97M-V/def2-TZVPD.

Atoms and positions in Å:
1 Ba -0.02869 0.03393 0.22700
2 C 3.42856 -0.65141 -2.78109
3 C 2.08763 -1.33499 -2.93333
4 O 1.02725 -0.55340 -2.28609
5 H 4.12032 -1.04711 -3.52886
6 H 3.90245 -0.85401 -1.81907
7 H 3.34004 0.43161 -2.85328
8 H 2.12546 -2.32503 -2.48144
9 H 1.78700 -1.45746 -3.97393
10 H 0.77496 0.08228 -2.96298
11 C -2.04870 4.64885 1.17216
12 C -0.88033 3.68903 1.30183
13 O -0.78049 2.84151 0.14536
14 H -2.98184 4.11408 0.98925
15 H -1.93380 5.36797 0.35995
16 H -2.17886 5.23285 2.08549
17 H -0.97123 3.06680 2.19223
18 H 0.06068 4.22970 1.44527
19 H -0.41859 3.32395 -0.60250
20 C 4.56525 -2.45033 0.82694
21 C 3.49156 -1.37620 0.97499
22 O 2.24103 -1.73150 0.39623
23 H 4.23874 -3.46850 1.04685
24 H 5.41290 -2.22837 1.47146
25 H 4.90994 -2.47394 -0.21019
26 H 3.83293 -0.44187 0.53364
27 H 3.36753 -1.17734 2.04706
28 H 2.08712 -2.68036 0.42084
29 C 4.46865 2.51597 -0.26803
30 C 3.27138 2.32842 0.64181
31 O 2.15516 1.76706 -0.10446
32 H 4.84452 1.56521 -0.65923
33 H 5.32652 2.98396 0.21399
34 H 4.20936 3.08834 -1.16356
35 H 2.95416 3.29445 1.04495
36 H 3.49726 1.65910 1.46912
37 H 1.95776 2.44882 -0.75908
38 C -0.74588 -4.39868 2.38925
39 C 0.10419 -3.17645 2.66566
40 O -0.58267 -1.99604 2.15222
41 H -0.96568 -4.48941 1.32728
42 H -1.66514 -4.33415 2.97644
43 H -0.27914 -5.33931 2.68793
44 H 1.04519 -3.23786 2.12384
45 H 0.32528 -3.02623 3.72076
46 H -1.30918 -1.86722 2.76966
47 C -3.88353 1.83148 3.08033
48 C -3.59930 0.97301 1.85344
49 O -2.29528 0.36759 1.95052
50 H -4.91451 2.18295 3.12442
51 H -3.23267 2.70461 3.13617
52 H -3.74203 1.22441 3.98058
53 H -3.67370 1.57916 0.95481
54 H -4.37726 0.20328 1.85086
55 H -2.29902 -0.08535 2.80046
56 C -1.56986 -2.68898 -3.01713
57 C -1.07082 -3.06279 -1.64592
58 O -1.54797 -2.17937 -0.61407
59 H -2.65031 -2.81471 -3.11185
60 H -1.14342 -3.34246 -3.78220
61 H -1.31557 -1.66708 -3.29783
62 H 0.01745 -3.09959 -1.57887
63 H -1.38323 -4.08389 -1.40489
64 H -2.47773 -2.38297 -0.46634
65 C -3.61085 2.29815 -1.99921
66 C -3.09171 0.88261 -1.82267
67 O -1.66325 0.80620 -1.92262
68 H -4.67576 2.32304 -2.24045
69 H -3.13756 2.85807 -2.80731
70 H -3.49508 2.87777 -1.08087
71 H -3.50596 0.27211 -2.63561
72 H -3.45177 0.40282 -0.91625
73 H -1.39986 1.02314 -2.81982

Values from the calculation:
- Charge: +2
- LUMO: -5.1 eV
- HOMO-LUMO gap: 11.1 eV

2 unconnected molecules or ions with the total composition C19H25BN2, computed with ωB97M-V/def2-TZVPD.

Atoms and positions in Å:
1 C -4.77494 -0.88756 4.17856
2 N -4.19448 0.24663 3.46540
3 C -4.82358 1.58463 3.41969
4 C -3.90258 2.39719 2.48499
5 C -2.83718 1.42873 2.04060
6 C -3.06906 0.17447 2.64264
7 C -2.27529 -0.92248 2.30271
8 C -1.25252 -0.75357 1.40690
9 C -0.92113 0.52140 0.87146
10 C 0.20077 0.78061 0.04527
11 C 1.27801 -0.03425 -0.38594
12 C 2.20080 0.52107 -1.31241
13 C 3.25200 -0.22629 -1.77728
14 C 3.41280 -1.56640 -1.37097
15 N 4.55037 -2.10903 -1.96960
16 C 4.98032 -3.49748 -1.82923
17 C 5.24539 -1.12347 -2.82605
18 C 4.39156 0.15541 -2.68906
19 C 2.52578 -2.13231 -0.45419
20 C 1.51214 -1.36476 0.05551
21 C -1.78487 1.60567 1.18096
22 H -4.16812 -1.78138 4.03378
23 H -4.83489 -0.67796 5.24560
24 H -5.77795 -1.08286 3.80525
25 H -5.84361 1.49099 3.03460
26 H -4.87982 2.01304 4.42457
27 H -4.45209 2.79165 1.62235
28 H -3.44559 3.24498 3.00726
29 H -2.49078 -1.89298 2.71320
30 H -0.75933 -1.63260 1.04186
31 H 0.24339 1.79056 -0.32556
32 H 2.08108 1.53703 -1.64427
33 H 4.29778 -4.04492 -1.17932
34 H 4.98969 -3.97805 -2.80527
35 H 5.98246 -3.54968 -1.40574
36 H 6.27211 -0.97790 -2.47571
37 H 5.28766 -1.50003 -3.85227
38 H 4.02008 0.50268 -3.65969
39 H 4.96872 0.97271 -2.24077
40 H 2.64762 -3.15589 -0.14782
41 H 0.94733 -1.76459 0.87463
42 H -1.61982 2.56884 0.72969
43 H -0.95518 2.56428 -3.01896
44 B -1.43589 2.86554 -4.05492
45 H -2.54635 3.22969 -3.88336
46 H -0.80727 3.73842 -4.54288
47 H -1.43555 1.93026 -4.77621

Values from the calculation:
- LUMO: -2.1 eV
- HOMO-LUMO gap: 4.4 eV
- Energy above the lowest of the compared OMol25 structures with the same formula, charge and spin: 186.8 kJ/mol

A molecular structure, C42H59Cl3NO6PRuSi4Te, computed with ωB97M-V/def2-TZVPD.

Atoms and positions in Å:
1 Ru 0.03082 -0.02033 -0.62231
2 N -2.40410 0.70988 -0.23937
3 C -3.47262 -0.20060 -0.67376
4 C -3.21638 -1.61624 -0.19725
5 C -2.14971 -2.28829 -1.06014
6 O -2.53136 -3.04348 -1.95474
7 O -0.92488 -2.04188 -0.74974
8 H -2.55256 1.02659 0.70948
9 H -2.36527 1.50571 -0.85873
10 H -3.49361 -0.18768 -1.76024
11 H -4.45160 0.13368 -0.31808
12 H -4.13146 -2.20174 -0.28470
13 H -2.88534 -1.60406 0.84173
14 Cl 1.03322 2.38994 2.23918
15 C 0.60380 3.91920 1.56596
16 C 0.54156 5.01290 2.41797
17 C 0.27118 6.26824 1.90279
18 C 0.06906 6.41790 0.54292
19 C 0.11602 5.31679 -0.30161
20 C 0.38003 4.03348 0.18082
21 P 0.43361 2.53922 -0.93942
22 C -0.07132 3.38015 -2.49792
23 C 0.83376 3.84956 -3.44117
24 C 0.38430 4.53780 -4.56568
25 C -0.96898 4.76242 -4.75526
26 C -1.88009 4.31100 -3.80703
27 C -1.43195 3.62953 -2.69006
28 C 2.26869 2.50693 -1.19053
29 C 3.16597 3.34824 -0.53546
30 C 4.52854 3.26368 -0.79885
31 C 5.00303 2.37441 -1.75036
32 C 4.11290 1.54501 -2.41863
33 C 2.76142 1.59138 -2.11835
34 H 0.72340 4.86483 3.47543
35 H 0.22871 7.12781 2.56095
36 H -0.11160 7.39904 0.11982
37 H -0.03034 5.47084 -1.36091
38 H 1.89380 3.69526 -3.29883
39 H 1.10396 4.90369 -5.28803
40 H -1.31487 5.29025 -5.63594
41 H -2.93899 4.49464 -3.94127
42 H -2.14714 3.28628 -1.95198
43 H 2.81608 4.07741 0.18216
44 H 5.21601 3.90237 -0.25543
45 H 6.06542 2.31188 -1.95606
46 H 4.47471 0.84059 -3.15786
47 H 2.07787 0.90288 -2.59948
48 C -1.37085 0.26974 5.81176
49 Si 0.10074 -0.89523 5.63718
50 C 1.64239 0.17147 5.50887
51 C 0.21453 -1.85021 7.26277
52 Si -0.10887 -2.32249 3.78798
53 Te -0.22097 -0.79593 1.80960
54 Si -2.16923 -3.43836 3.88799
55 C -2.38887 -4.63645 2.45985
56 C -2.33784 -4.42392 5.49329
57 C -3.64272 -2.26348 3.89212
58 Si 1.66883 -3.87418 3.76757
59 C 1.62884 -4.95125 2.23592
60 C 3.33921 -3.04564 4.00284
61 C 1.48640 -5.03941 5.24843
62 H -1.18111 1.04102 6.56431
63 H -2.27472 -0.27457 6.10410
64 H -1.57694 0.76754 4.85745
65 H 1.66606 0.94790 6.27967
66 H 1.67852 0.65941 4.52949
67 H 2.54948 -0.43443 5.60448
68 H 0.29054 -1.16666 8.11446
69 H 1.09263 -2.50446 7.27549
70 H -0.66654 -2.48263 7.41432
71 H -1.75936 -5.52290 2.58906
72 H -2.10676 -4.16881 1.50948
73 H -3.42792 -4.96723 2.37399
74 H -1.51414 -5.13284 5.62194
75 H -3.27523 -4.98945 5.50180
76 H -2.33750 -3.75972 6.36435
77 H -3.58372 -1.55127 3.06286
78 H -3.68559 -1.68574 4.82098
79 H -4.57995 -2.81909 3.79257
80 H 1.60547 -4.32010 1.34731
81 H 0.73987 -5.58935 2.22176
82 H 2.51431 -5.59275 2.17570
83 H 3.42991 -2.19361 3.32526
84 H 4.15341 -3.74290 3.77800
85 H 3.46839 -2.68749 5.02913
86 H 0.56386 -5.62594 5.19242
87 H 1.47246 -4.49112 6.19633
88 H 2.32713 -5.74070 5.27748
89 Cl 4.70357 -1.94793 -1.24582
90 C 4.09106 -1.68138 0.39563
91 Cl 4.93979 -0.32017 1.17862
92 C 2.57867 -1.38631 0.41188
93 O 1.93186 -2.07619 1.21648
94 O 2.18677 -0.46855 -0.34086
95 H 4.30489 -2.56608 0.97594
96 C -1.69611 0.35482 -9.09966
97 C -1.39196 0.21343 -7.62807
98 C -2.35627 -0.21961 -6.72956
99 C -2.08997 -0.34293 -5.36898
100 C -3.17841 -0.81804 -4.44492
101 C -0.81827 -0.01470 -4.88810
102 C 0.18519 0.37381 -5.78710
103 C 1.59729 0.66892 -5.34022
104 C -0.12381 0.49436 -7.13922
105 C -0.55648 0.02565 -3.39349
106 O 0.35654 -0.67542 -2.89145
107 O -1.23450 0.83044 -2.70600
108 H -2.77173 0.37926 -9.27909
109 H -1.27871 -0.48417 -9.66318
110 H -1.25681 1.27143 -9.49839
111 H -3.34793 -0.46986 -7.09531
112 H -3.99296 -1.27090 -5.01112
113 H -3.57780 0.02834 -3.88233
114 H -2.81036 -1.55119 -3.72455
115 H 1.67957 1.68796 -4.95489
116 H 2.28735 0.56301 -6.17822
117 H 1.89676 -0.01801 -4.55162
118 H 0.65495 0.80607 -7.83082

Values from the calculation:
- Charge: -1
- LUMO (alpha / beta): 2.1 / 1.5 eV
- HOMO-LUMO gap (alpha / beta): 6.7 / 5.9 eV
- Energy above the lowest of the compared OMol25 structures with the same formula, charge and spin: 289.3 kJ/mol
- 2S+1: 2

A molecular structure, C33H26AsN2O3STi, computed with ωB97M-V/def2-TZVPD.

Atoms and positions in Å:
1 Ti 0.90638 0.21849 -0.57360
2 C 4.17808 -3.55364 2.22848
3 O 3.55919 -2.43984 1.59891
4 C 4.25553 -1.39097 1.09434
5 C 5.65013 -1.19687 1.27221
6 C 6.30848 -0.28913 0.51874
7 C 5.67168 0.35458 -0.52006
8 C 4.31785 0.10881 -0.85192
9 C 3.54724 0.77123 -1.82372
10 N 2.18917 0.68015 -1.95710
11 N 1.67003 1.45180 -2.93792
12 C 0.33048 1.45279 -2.88805
13 O -0.27502 0.84576 -1.86250
14 C -0.42222 2.26758 -3.81037
15 C 0.29661 2.57084 -4.96731
16 C -0.25866 3.43635 -5.93090
17 C -1.53922 3.94626 -5.76445
18 C -2.27851 3.53813 -4.60493
19 C -1.70760 2.74201 -3.61309
20 C 3.58294 -0.63079 0.10722
21 O 2.30589 -0.95022 -0.01526
22 H 3.35095 -4.23559 2.46281
23 H 4.70460 -3.25528 3.17319
24 H 4.78510 -4.11420 1.53528
25 H 6.10380 -1.74315 2.04331
26 H 7.34233 -0.11847 0.67001
27 H 6.17335 1.15274 -1.04903
28 H 4.03614 1.37746 -2.60836
29 H 1.27094 2.15295 -5.06245
30 H 0.26778 3.73194 -6.78483
31 H -2.00193 4.58338 -6.56025
32 H -3.31645 3.89097 -4.48672
33 H -2.32006 2.42768 -2.71641
34 S 0.67621 1.89894 1.02311
35 C 0.42971 0.78391 2.31576
36 C 1.07135 1.01529 3.56094
37 C 0.95902 0.04924 4.54529
38 C 0.31902 -1.15256 4.36866
39 C -0.28687 -1.36532 3.11058
40 C -0.33922 -0.41248 2.12504
41 As -1.34870 -0.66243 0.40630
42 C -2.70327 0.78693 0.64056
43 C -2.87602 1.45237 1.88822
44 C -3.83506 2.47376 1.94743
45 C -4.57912 2.85211 0.87235
46 C -4.41985 2.15492 -0.32207
47 C -3.46642 1.18859 -0.46833
48 C -2.47158 -2.23547 0.53634
49 C -3.09127 -2.56126 1.74434
50 C -3.62460 -3.84165 1.86345
51 C -3.72893 -4.64917 0.75386
52 C -3.09377 -4.36541 -0.41496
53 C -2.44930 -3.12589 -0.50895
54 H 1.52474 1.96448 3.76014
55 H 1.41380 0.26705 5.52484
56 H 0.31212 -1.87416 5.18214
57 H -0.83266 -2.23878 2.89559
58 H -2.28175 1.15695 2.75527
59 H -4.02510 3.07120 2.85568
60 H -5.25791 3.74079 0.88610
61 H -4.91865 2.42932 -1.18242
62 H -3.22066 0.77624 -1.44229
63 H -2.96566 -1.82510 2.60001
64 H -4.11096 -4.13379 2.77868
65 H -4.33668 -5.52803 0.79756
66 H -3.16585 -4.99678 -1.28515
67 H -1.96113 -2.87757 -1.42932

Values from the calculation:
- LUMO (alpha / beta): -0.6 / -0.6 eV
- HOMO-LUMO gap (alpha / beta): 6.3 / 7.1 eV
- Energy above the lowest of the compared OMol25 structures with the same formula, charge and spin: 0.0 kJ/mol
- 2S+1: 2